(1)
Here is a structure of composition C52H42ClN7O9PSc in a non-equilibrium geometry from the Open Molecules 2025 dataset. Energies are from the ωB97M-V functional and the def2-TZVPD basis.

Calculated values
gap between HOMO and LUMO	6.02	eV
F_max	4.177	eV/A
lowest unoccupied orbital energy	-1.8	eV
ΔE to the lowest compared entry with this formula, charge and spin	34.09	kcal/mol

CARTESIAN COORDINATES (ANGSTROEM)
Sc (1.37290, 1.96250, -0.43664)
C (-4.34608, -0.55361, -2.63537)
C (-4.89659, -1.41685, -3.78246)
C (-6.14389, -2.31058, -3.26479)
C (-3.85364, -2.18075, -4.49487)
C (-4.15816, -2.96996, -5.72240)
O (-3.11455, -4.02904, -5.70190)
C (-2.62326, -4.01517, -4.43546)
N (-3.11337, -3.11913, -3.62947)
C (-1.58437, -4.93916, -4.11248)
C (-1.68373, -6.17635, -4.75250)
C (-0.65171, -7.06902, -4.67664)
C (0.46885, -6.85780, -3.83020)
C (0.54451, -5.67606, -3.13214)
C (-0.44525, -4.67419, -3.31182)
P (0.06157, -3.03411, -2.79952)
C (0.82997, -3.41021, -1.20539)
C (1.75877, -2.48162, -0.75394)
C (2.19792, -2.44449, 0.62137)
C (1.57558, -3.35150, 1.55235)
C (0.58417, -4.20077, 1.03547)
C (0.18286, -4.23085, -0.29606)
C (1.51109, -2.56476, -3.84330)
C (2.63403, -3.36329, -4.17210)
C (3.67986, -2.83719, -4.95400)
C (3.58500, -1.60073, -5.56760)
C (2.38736, -0.83146, -5.28616)
C (1.43030, -1.30079, -4.42727)
H (-5.12892, 0.13780, -2.33877)
H (-3.45190, -0.02428, -3.01667)
H (-4.06584, -1.23462, -1.77525)
H (-5.44484, -0.74782, -4.46539)
H (-6.28920, -2.11192, -2.15889)
H (-5.95834, -3.36854, -3.44026)
H (-7.05909, -2.06387, -3.77922)
H (-3.14644, -1.36263, -4.87244)
H (-4.10547, -2.37733, -6.72390)
H (-5.12769, -3.47518, -5.66302)
H (-2.60799, -6.43129, -5.35392)
H (-0.80603, -8.00040, -5.24860)
H (1.15958, -7.64983, -3.65817)
H (1.35558, -5.54356, -2.43245)
H (2.17650, -1.77184, -1.46567)
H (2.92368, -1.68515, 0.89761)
H (1.77924, -3.34223, 2.61057)
H (0.00214, -4.83241, 1.72891)
H (-0.66187, -4.84787, -0.61199)
H (2.72801, -4.38535, -3.76662)
H (4.58986, -3.42592, -5.11759)
H (4.44621, -1.30189, -6.21491)
H (2.30924, 0.15919, -5.78419)
H (0.62071, -0.58724, -4.10762)
O (5.03251, 0.32722, 0.92271)
C (4.25229, 0.83679, 0.15246)
O (2.89995, 0.91267, 0.29418)
C (4.78374, 1.48316, -1.10578)
C (6.07895, 1.43708, -1.46876)
C (6.43771, 1.86024, -2.80417)
C (5.57657, 2.19931, -3.84151)
C (4.30718, 2.20920, -3.35699)
C (3.88837, 2.20708, -1.96191)
O (2.86488, 2.97228, -1.56227)
N (3.23137, 2.55126, -4.30077)
O (3.65443, 2.74703, -5.42300)
O (1.99757, 2.59695, -4.02903)
N (7.86358, 1.87445, -3.00583)
O (8.56139, 1.98586, -2.00084)
O (8.28967, 1.90654, -4.16532)
H (6.85495, 1.01867, -0.83206)
H (5.91548, 2.39507, -4.83507)
C (-3.01006, 2.51282, 12.06072)
O (-2.87918, 3.86707, 11.56274)
C (-2.73124, 4.01590, 10.21768)
C (-1.68422, 4.78865, 9.70494)
C (-1.31453, 4.63943, 8.37508)
C (-2.12610, 3.91731, 7.47630)
C (-3.35252, 3.39842, 8.01275)
C (-3.67931, 3.42673, 9.33094)
C (-1.62521, 3.65992, 6.17550)
N (-0.62763, 4.36413, 5.59253)
C (-0.34350, 3.67116, 4.47212)
C (-1.10040, 2.51411, 4.34804)
N (-1.92405, 2.51853, 5.48767)
C (-1.06759, 1.54540, 3.30811)
C (-1.77774, 0.35698, 3.26911)
C (-1.66099, -0.43295, 2.11071)
C (-0.74591, -0.08339, 1.15956)
N (-0.05875, 1.09705, 1.14270)
C (-0.21447, 1.93487, 2.26392)
C (0.41229, 3.20335, 2.19502)
N (1.07943, 3.53462, 1.01360)
C (1.55964, 4.80997, 0.90120)
C (1.22256, 5.81816, 1.82188)
C (0.67557, 5.48380, 3.03247)
C (0.37034, 4.14447, 3.30415)
H (-2.72101, 2.41162, 13.11777)
H (-2.40312, 1.87930, 11.44857)
H (-4.03216, 2.29524, 11.88542)
H (-1.10375, 5.44178, 10.34271)
H (-0.32670, 4.98873, 8.05870)
H (-4.07424, 2.92225, 7.31286)
H (-4.55771, 2.91192, 9.72069)
H (-2.78948, 1.98987, 5.54835)
H (-2.44745, 0.11110, 4.08890)
H (-2.19686, -1.37545, 2.05587)
H (-0.56345, -0.66834, 0.28804)
H (2.24426, 4.95167, 0.02367)
H (1.32969, 6.90357, 1.59266)
H (0.43474, 6.21649, 3.74808)
Cl (-0.06867, 3.21309, -2.26744)
C (-0.04001, 1.40250, -2.12116)
H (0.08195, 1.10539, -3.21044)
H (-1.08037, 1.02301, -1.87505)



(2)
Here is the molecule C3H6N2O from the Open Molecules 2025 dataset. Energies are from the ωB97M-V functional and the def2-TZVPD basis.

Calculated values
gap between HOMO and LUMO	8.62	eV
F_max	0.655	eV/A
lowest unoccupied orbital energy	-0.1	eV
ΔE to the lowest compared entry with this formula, charge and spin	111.48	kcal/mol

CARTESIAN COORDINATES (ANGSTROEM)
C (-0.48594, 0.25094, 1.06591)
C (-0.34710, 0.08098, -1.11277)
N (-1.06279, 0.84048, -1.72656)
N (0.50342, -0.88796, -1.03109)
C (1.03873, -0.59943, 0.42991)
O (2.09025, 0.01938, 0.50126)
H (-0.97681, 1.18366, 0.76926)
H (0.06013, 0.50181, 1.98055)
H (-1.24456, -0.50222, 1.30508)
H (-1.57223, 1.64003, -1.38724)
H (1.18603, -1.00303, -1.77567)
H (0.81089, -1.52464, 0.98135)



Values of HOMO, in order: -7.773; -8.715, all in eV.